19
Properties=species:S:1:pos:R:3:lowdin_charge:R:1 method="wB97M-V/def2-TZVPD" largest_force_ev_per_a=6.04 smiles="O=S1(=O)[C@@]2(Cl)C=C[C@@H]3[C@H](C=C2)[C@@]31Cl" e_tot_ha=-1777.3164 e_homo_ha=-0.3631 gap_ev=8.3 de_lowest_kj_mol=164.0
O 1.5495 1.8385 -1.3644 -0.2847
S 0.5985 0.7658 -1.5369 0.6119
O 0.2531 0.3254 -2.8282 -0.2584
C -0.8909 1.1563 -0.4706 -0.8942
Cl -1.6213 2.4654 -1.2736 0.7949
C -1.7112 -0.0348 -0.1670 -0.1397
C -1.2389 -1.1865 0.0986 -0.0904
C 0.1891 -1.5449 0.0580 -0.1621
C 1.1741 -0.6428 0.8576 -0.2308
C 0.3974 0.4356 1.5365 -0.0466
C -0.3852 1.4154 0.9419 -0.0803
C 1.2117 -0.5726 -0.6034 -0.4578
Cl 3.0014 -1.6284 -1.3426 0.3546
H -2.7318 0.0834 0.0221 0.1128
H -1.8881 -2.0827 0.4450 0.1615
H 0.5136 -2.6389 0.0231 0.1617
H 2.0288 -1.0527 1.4637 0.1645
H 0.5444 0.7052 2.6762 0.1532
H -0.9943 2.1932 1.4640 0.1297